The following is a quantum chemistry calculation of a cluster of 9 separate species, C44H84BBrClF3IN10O22PS in total at a distorted geometry, from OMol25.

Calculated total energy, eV: -226558.6256
Kohn-Sham gap, eV: 9.1
SMILES: C=C[C@@](O[C@](Br)(N(C)C(C)=O)P(O)Cl)(N(C(=O)F)C(=O)F)[C@](O[C@](I)(CCCCOC(C)=O)CCOC=O)(B(O)O)S(=O)(=O)F.CNC(C)=O.CNC(C)=O.CNC(C)=O.CNC(C)=O.CNC(C)=O.CNC(C)=O.CNC(C)=O.CNC(C)=O
LUMO level, eV: 0.17

The geometry in ORCA input format:
```
! RIJCOSX wB97M-V def2-TZVPD def2/J DEFGRID3
* xyz 0 1
C 1.394 -2.797 5.335
C 1.494 -1.655 4.668
C 1.657 -1.495 3.164
O 1.881 -0.071 3.000
C 3.039 0.598 2.588
Br 2.205 2.377 1.931
N 3.804 0.040 1.547
C 3.604 0.458 0.160
C 5.203 -0.322 1.699
C 6.294 0.694 1.898
O 5.506 -1.471 1.519
P 3.968 1.219 4.163
O 4.650 2.620 3.718
Cl 2.393 1.922 5.313
N 2.643 -2.456 2.710
C 3.744 -2.708 3.523
O 4.342 -1.928 4.169
F 4.057 -3.995 3.541
C 2.647 -3.135 1.467
O 2.561 -4.278 1.285
F 2.825 -2.330 0.438
C 0.222 -1.606 2.483
O 0.408 -1.225 1.128
C -0.316 -1.639 -0.001
I -2.428 -1.052 0.130
C -0.033 -3.048 -0.554
C -1.068 -3.758 -1.440
C -1.490 -5.147 -0.940
C -0.308 -6.110 -0.817
O -0.013 -6.301 0.564
C 0.937 -7.218 0.818
C 1.162 -7.418 2.282
O 1.527 -7.813 -0.049
C 0.236 -0.624 -1.041
C -0.258 -0.766 -2.464
O 0.584 -1.639 -3.263
C 1.739 -1.092 -3.640
O 2.684 -1.759 -3.943
B -0.628 -0.300 3.100
O -1.187 -0.253 4.359
O -0.766 0.732 2.249
S -0.624 -3.166 2.937
O 0.308 -4.235 2.946
O -1.389 -2.959 4.116
F -1.652 -3.454 1.819
H 1.690 -3.745 4.910
H 0.992 -2.828 6.336
H 1.388 -0.742 5.234
H 4.095 1.400 -0.081
H 2.565 0.449 -0.134
H 4.091 -0.292 -0.463
H 6.395 0.915 2.956
H 7.222 0.280 1.524
H 6.094 1.602 1.329
H 4.689 2.763 2.763
H 0.255 -3.736 0.239
H 0.882 -2.947 -1.133
H -1.971 -3.202 -1.674
H -0.597 -3.954 -2.403
H -2.103 -5.106 -0.046
H -2.136 -5.541 -1.725
H -0.542 -7.049 -1.311
H 0.547 -5.695 -1.351
H 1.908 -8.188 2.424
H 1.466 -6.459 2.695
H 0.215 -7.674 2.750
H 0.090 0.370 -0.628
H 1.304 -0.845 -1.052
H -1.270 -1.124 -2.597
H -0.226 0.211 -2.945
H 1.799 0.003 -3.695
H -2.039 -0.695 4.421
H -1.582 1.232 2.427
C -4.296 3.583 0.535
C -4.133 2.442 1.508
O -3.030 2.086 1.902
N -5.254 1.813 1.931
C -6.641 2.085 1.574
H -3.313 3.975 0.293
H -4.772 3.237 -0.383
H -4.896 4.379 0.976
H -5.071 1.062 2.576
H -7.205 2.332 2.475
H -7.080 1.204 1.123
H -6.709 2.914 0.878
C -2.084 2.465 -6.268
C -2.012 1.098 -5.633
O -2.242 0.917 -4.444
N -1.679 0.058 -6.437
C -1.376 0.091 -7.857
H -2.355 3.194 -5.512
H -1.118 2.748 -6.684
H -2.835 2.477 -7.060
H -1.648 -0.830 -5.961
H -2.081 -0.542 -8.392
H -0.364 -0.287 -8.023
H -1.449 1.097 -8.249
C 4.994 -8.353 0.501
C 5.049 -9.609 1.336
O 4.707 -9.628 2.507
N 5.497 -10.743 0.730
C 5.939 -10.912 -0.641
H 4.617 -7.543 1.116
H 5.989 -8.085 0.141
H 4.321 -8.488 -0.345
H 5.509 -11.546 1.338
H 5.316 -11.653 -1.145
H 6.973 -11.260 -0.659
H 5.875 -9.976 -1.185
C -3.278 7.132 -8.210
C -3.130 6.069 -7.146
O -2.055 5.818 -6.630
N -4.252 5.392 -6.781
C -5.603 5.553 -7.284
H -2.305 7.577 -8.391
H -3.645 6.697 -9.141
H -3.966 7.912 -7.882
H -4.091 4.698 -6.069
H -6.275 5.825 -6.468
H -5.951 4.615 -7.720
H -5.645 6.327 -8.043
C 2.837 7.198 8.226
C 2.683 6.643 6.828
O 2.254 7.321 5.908
N 3.049 5.352 6.624
C 3.579 4.403 7.588
H 2.507 8.232 8.225
H 2.227 6.635 8.933
H 3.881 7.162 8.544
H 2.924 5.039 5.672
H 4.563 4.063 7.263
H 2.917 3.541 7.648
H 3.669 4.848 8.573
C -8.359 -2.171 2.190
C -8.982 -0.805 2.354
O -8.857 0.069 1.509
N -9.694 -0.572 3.486
C -9.948 -1.480 4.591
H -7.828 -2.199 1.244
H -7.652 -2.372 2.996
H -9.127 -2.945 2.185
H -10.084 0.356 3.533
H -11.022 -1.630 4.709
H -9.554 -1.057 5.516
H -9.477 -2.441 4.418
C 8.170 9.651 6.768
C 7.712 8.243 7.069
O 8.366 7.486 7.768
N 6.531 7.843 6.528
C 5.621 8.596 5.679
H 9.119 9.819 7.266
H 8.305 9.791 5.695
H 7.446 10.379 7.136
H 6.283 6.896 6.765
H 4.648 8.663 6.165
H 5.503 8.076 4.728
H 5.993 9.597 5.491
C -2.283 0.100 -11.635
C -3.614 0.076 -10.918
O -3.798 0.686 -9.877
N -4.611 -0.658 -11.476
C -4.575 -1.443 -12.697
H -1.596 0.723 -11.071
H -1.867 -0.905 -11.708
H -2.393 0.517 -12.636
H -5.470 -0.634 -10.950
H -5.324 -1.072 -13.399
H -4.799 -2.487 -12.474
H -3.600 -1.387 -13.165
*
```